No. 1
Below is a molecular structure, C32H35N3O4SV, with properties calculated with wB97M-V/def2-TZVPD.

Its expectation value of S² is 0.789. The energy relative to the best compared isomer or geometry (same formula, charge and spin) comes out at 0.0 kJ/mol. The value obtained for the lowest unoccupied orbital energy (spin up / spin down) is -1.02 / -0.48 eV. As for the spin multiplicity: 2. Its HOMO energy (spin up / spin down) is -8.338 / -8.422 eV. For the gap between HOMO and LUMO (spin up / spin down), the calculation gives 7.31 / 7.94 eV.

Geometry as XYZ:
```
76
Properties=species:S:1:pos:R:3:forces:R:3:mulliken_charge:R:1
V 0.41627 0.11316 -0.71233 -0.2 0.0 0.4 -1.201
C 5.93968 -1.71459 -5.47819 0.0 0.0 0.0 -1.526
C 5.34914 -1.25136 -4.17492 0.0 0.0 0.0 0.853
C 4.19023 -0.47739 -4.15292 0.0 0.0 0.0 -0.823
C 3.65033 -0.03806 -2.95740 0.0 0.0 0.0 -0.239
C 4.27335 -0.38040 -1.76589 0.0 0.0 0.0 -0.564
C 5.42776 -1.14589 -1.76008 0.0 0.0 0.0 -0.163
C 5.95929 -1.57472 -2.96683 0.0 0.0 0.0 -0.641
S 3.56159 0.17789 -0.24469 0.0 0.0 0.1 1.301
O 3.27373 1.57692 -0.40576 -0.1 0.0 0.0 -0.557
O 4.42105 -0.25100 0.82232 0.0 0.0 0.0 -0.789
N 2.12795 -0.60764 -0.15452 0.0 0.0 0.0 0.323
C 2.23502 -2.03781 -0.46546 0.1 0.0 -0.1 -0.891
C 1.33795 -2.34272 -1.67314 0.0 -0.1 0.0 0.745
O 1.33424 -3.42209 -2.20908 0.0 0.0 0.0 -0.710
O 0.59065 -1.31328 -2.01193 0.0 0.1 -0.1 -0.556
H 5.20612 -1.66578 -6.28161 0.0 0.0 0.0 0.361
H 6.29777 -2.74113 -5.40226 0.0 0.0 0.0 0.376
H 6.78893 -1.08850 -5.75933 0.0 0.0 0.0 0.315
H 3.70002 -0.22197 -5.08496 0.0 0.0 0.0 0.431
H 2.75272 0.56778 -2.95135 0.0 0.0 0.0 0.045
H 5.89369 -1.39816 -0.81697 0.0 0.0 0.0 0.540
H 6.85886 -2.17865 -2.96959 0.0 0.0 0.0 0.394
H 1.93720 -2.65400 0.38493 0.0 0.0 0.0 0.555
H 3.25251 -2.34294 -0.71000 0.0 0.0 0.0 0.451
C -4.04629 3.59782 -0.75335 0.0 0.0 0.0 -0.615
C -4.29561 3.18262 0.54626 0.0 0.0 0.0 -0.876
C -3.78230 1.97200 0.97230 0.0 0.0 0.0 -0.268
C -3.04281 1.19152 0.07895 -0.1 0.0 0.0 1.387
N -2.82023 1.58840 -1.16981 0.1 0.0 -0.1 -0.328
C -3.29401 2.76705 -1.56484 0.0 0.0 0.0 -0.330
C -2.54359 -0.14876 0.48845 0.1 -0.1 0.0 0.838
C -3.43782 -0.93883 1.20914 0.0 0.0 0.0 -0.972
C -3.10066 -2.20846 1.65033 0.0 0.0 0.0 -0.755
C -1.84934 -2.71250 1.36029 0.0 0.0 0.0 -1.213
C -0.95866 -1.94222 0.62225 0.0 0.0 0.1 -0.215
C -1.26494 -0.65595 0.18175 0.1 0.0 0.0 0.612
H -4.41907 4.54005 -1.13009 0.0 0.0 0.0 0.410
H -4.86836 3.80087 1.22557 0.0 0.0 0.0 0.393
H -3.93245 1.63536 1.98886 0.0 0.0 0.0 0.406
H -3.06410 3.05185 -2.58688 0.0 0.0 0.0 0.406
H -4.43218 -0.55786 1.40695 0.0 0.0 0.0 0.555
H -3.82073 -2.80051 2.19988 0.0 0.0 0.0 0.384
H -1.56582 -3.70607 1.68270 0.0 0.0 0.0 0.466
H -0.00102 -2.38871 0.40065 0.0 0.0 0.0 0.290
C 2.72180 4.78368 -3.16469 0.0 0.0 0.0 -1.859
C 1.76526 3.68169 -2.81105 0.0 0.0 0.0 0.440
C 1.33626 2.80302 -3.83997 0.0 0.0 0.0 -0.673
C 0.46476 1.78342 -3.57987 0.0 0.0 0.0 -0.252
C -0.04969 0.85780 -4.64003 0.0 0.0 0.0 -1.694
C 0.01707 1.60961 -2.24429 -0.1 0.1 0.0 1.339
C 0.51730 2.41686 -1.18188 0.1 0.1 -0.1 0.892
C 1.36621 3.49915 -1.51284 0.0 0.0 0.0 -0.764
N 0.25785 1.87428 0.04679 0.1 -0.1 -0.2 1.733
C 0.34794 2.58780 1.34012 -0.1 0.0 0.0 0.809
C 1.77956 2.85311 1.81675 0.0 0.0 -0.1 -1.638
C -0.43250 3.89947 1.23088 0.0 0.0 0.0 -1.296
C -0.31540 1.68934 2.38275 0.0 0.0 0.0 -1.595
H 2.35145 5.35957 -4.01419 0.0 0.0 0.0 0.433
H 3.68609 4.35955 -3.45226 0.0 0.0 0.0 0.334
H 2.88410 5.45834 -2.32622 0.0 0.0 0.0 0.365
H 1.68959 2.96934 -4.85166 0.0 0.0 0.0 0.416
H 0.34974 1.11702 -5.61944 0.0 0.0 0.0 0.452
H -1.14015 0.88792 -4.68931 0.0 0.0 0.0 0.368
H 0.22624 -0.17053 -4.39460 0.0 0.0 0.0 0.274
H -0.96825 1.14561 -2.09683 0.0 0.0 0.0 0.160
H 1.75869 4.14400 -0.74262 0.0 0.0 0.0 0.262
H 2.37256 3.42030 1.10685 0.0 0.0 0.0 0.165
H 2.30475 1.91939 2.00598 0.0 0.0 0.0 0.264
H 1.72304 3.41405 2.75215 0.0 0.0 0.0 0.577
H 0.05695 4.61237 0.56718 0.0 0.0 0.0 0.310
H -0.51361 4.35982 2.21710 0.0 0.0 0.0 0.486
H -1.43910 3.71457 0.85473 0.0 0.0 0.0 0.123
H 0.17745 0.71574 2.41856 0.0 0.0 0.0 0.220
H -1.37028 1.53364 2.16377 0.0 0.0 0.0 0.165
H -0.22825 2.15250 3.36664 0.0 0.0 0.0 0.578
```
Forces are in eV/Å.



No. 2
Below is a molecular structure, C32H35N6Rh, with properties calculated with wB97M-V/def2-TZVPD.

Its expectation value of S² is 6.052. The energy relative to the best compared isomer or geometry (same formula, charge and spin) comes out at 0.0 kJ/mol. The value obtained for the lowest unoccupied orbital energy (spin up / spin down) is 0.80 / -0.44 eV. As for the spin multiplicity: 5. Its HOMO energy (spin up / spin down) is -6.608 / -6.527 eV. For the gap between HOMO and LUMO (spin up / spin down), the calculation gives 7.41 / 6.09 eV.

Geometry as XYZ:
```
74
Properties=species:S:1:pos:R:3:forces:R:3:mulliken_charge:R:1
Rh -0.12025 -1.00515 -0.83806 -0.1 -0.2 0.0 0.181
C -1.52645 2.15988 4.97742 0.0 0.0 0.0 -1.561
C -1.53104 1.85376 3.50568 0.0 0.0 0.0 0.854
C -1.09735 2.79278 2.56928 0.0 0.0 0.1 -1.171
C -1.01730 2.48459 1.22762 0.0 -0.1 -0.1 0.744
C -1.39938 1.22978 0.72807 0.0 0.0 0.0 -0.053
N -1.24653 0.87212 -0.60341 0.1 0.0 0.0 0.330
C -1.78167 1.66171 -1.57561 -0.1 0.1 -0.1 -0.158
C -2.77964 2.63673 -1.32821 0.1 -0.1 0.1 -0.448
C -3.33829 3.39800 -2.32989 0.0 0.0 -0.1 -1.189
C -2.97215 3.24750 -3.66895 0.0 0.0 0.0 0.472
C -3.62241 4.05030 -4.76192 0.0 0.0 0.0 -1.543
C -2.01563 2.28655 -3.94138 0.0 0.0 0.0 -0.349
C -1.43076 1.52865 -2.93477 0.1 -0.1 0.0 0.451
N -0.41761 0.60151 -3.34036 -0.2 -0.1 0.1 1.053
C 0.62073 0.86271 -4.14574 0.1 0.0 -0.1 -0.124
C 1.24959 -0.33051 -4.43545 -0.1 0.0 0.1 -1.051
C 0.50430 -1.28293 -3.73750 0.0 0.0 -0.1 -0.142
N -0.51852 -0.72578 -3.07897 0.3 0.1 0.1 -1.292
C -1.88070 0.31584 1.67366 0.0 0.0 0.0 -0.587
C -1.91767 0.61094 3.03171 0.0 0.1 0.0 -0.505
N -2.43493 -0.93893 1.26892 0.1 0.0 -0.1 0.205
C -3.61067 -1.45008 1.68408 -0.1 -0.1 0.1 -0.230
C -3.76712 -2.68250 1.09470 0.1 0.0 0.0 -1.071
C -2.61700 -2.83706 0.31021 0.0 -0.1 0.0 -0.611
N -1.82118 -1.78484 0.42088 0.1 0.1 0.0 0.339
H -1.75592 3.20964 5.16154 0.0 0.0 0.0 0.395
H -0.54581 1.95519 5.41388 0.0 0.0 0.0 0.252
H -2.25850 1.55376 5.51130 0.0 0.0 0.0 0.369
H -0.78812 3.77428 2.91169 0.0 0.0 0.0 0.347
H -0.64576 3.21052 0.51460 0.0 0.0 0.0 0.593
H -3.11096 2.77336 -0.30766 0.0 0.0 0.0 0.392
H -4.09695 4.12883 -2.07043 0.0 0.0 0.0 0.372
H -3.77476 5.08559 -4.45374 0.0 0.0 0.0 0.378
H -4.59937 3.64232 -5.03210 0.0 0.0 0.0 0.283
H -3.00766 4.05695 -5.66241 0.0 0.0 0.0 0.360
H -1.70794 2.10302 -4.96515 0.0 0.0 0.0 0.457
H 0.83361 1.87291 -4.45165 0.0 0.0 0.0 0.522
H 2.12148 -0.48632 -5.04426 0.0 0.0 0.0 0.451
H 0.65554 -2.34888 -3.67867 0.0 0.0 0.0 0.547
H -2.25547 -0.15319 3.72264 0.0 0.0 0.0 0.506
H -4.24478 -0.89668 2.35480 0.0 0.0 0.0 0.478
H -4.59277 -3.36242 1.20081 0.0 0.0 0.0 0.435
H -2.33357 -3.65721 -0.32921 0.0 0.0 0.0 0.474
C 2.48903 1.68421 0.33560 0.0 0.0 0.0 -1.162
C 2.93612 0.93800 1.59581 0.1 0.0 0.0 0.468
C 1.84926 0.96009 2.67217 0.0 0.0 0.0 -1.222
C 3.42681 -0.46963 1.33522 0.0 0.0 0.0 0.460
C 4.72667 -0.80728 1.67376 0.0 0.0 0.0 -1.000
C 5.21189 -2.09829 1.52310 -0.1 0.0 0.0 -1.149
C 4.36857 -3.09124 1.03757 0.1 0.0 0.0 -0.978
C 3.06448 -2.81946 0.66765 -0.1 0.0 0.0 0.665
C 2.18021 -3.96455 0.21047 0.0 0.0 0.0 0.345
C 0.99695 -4.18758 1.15526 0.0 0.0 0.0 -1.288
C 1.72331 -3.87747 -1.24638 0.0 0.1 -0.1 -1.102
C 2.58253 -1.47869 0.78613 0.0 -0.1 -0.1 0.362
N 1.34348 -1.17031 0.38076 -0.1 0.2 0.0 -0.088
H 2.34047 2.74186 0.56431 0.0 0.0 0.0 0.424
H 1.54554 1.28954 -0.04282 0.0 0.0 0.0 -0.058
H 3.23759 1.60580 -0.45509 0.0 0.0 0.0 0.371
H 3.80164 1.47336 1.99974 0.0 0.0 0.0 0.592
H 0.93479 0.47889 2.32349 0.0 0.0 0.0 -0.030
H 1.60427 1.99105 2.93346 0.0 0.0 0.0 0.395
H 2.18446 0.44661 3.57576 0.0 0.0 0.0 0.403
H 5.37238 -0.03597 2.07829 0.0 0.0 0.0 0.398
H 6.23158 -2.33390 1.79713 0.0 0.0 0.0 0.377
H 4.73396 -4.10814 0.94865 0.0 0.0 0.0 0.396
H 2.81138 -4.85687 0.27201 0.0 0.0 0.0 0.566
H 0.31711 -3.33538 1.15279 0.0 0.0 0.0 0.067
H 1.34578 -4.34164 2.17750 0.0 0.0 0.0 0.380
H 0.43461 -5.07400 0.85090 0.0 0.0 0.0 0.402
H 0.94794 -3.11671 -1.39587 0.0 0.0 0.1 -0.047
H 1.30059 -4.83196 -1.56615 0.0 0.0 0.0 0.488
H 2.55393 -3.62759 -1.90920 0.0 0.0 0.0 0.412
```
Forces are in eV/Å.



No. 3
Below is a molecular structure, C32H36BCsF9N5O, with properties calculated with wB97M-V/def2-TZVPD.

The energy relative to the best compared isomer or geometry (same formula, charge and spin) comes out at 173.8 kJ/mol. The value obtained for the lowest unoccupied orbital energy is 3.39 eV. As for the spin multiplicity: 1. Its HOMO energy is -0.819 eV. For the gap between HOMO and LUMO, the calculation gives 4.21 eV. The net charge is -2.

Geometry as XYZ:
```
85
Properties=species:S:1:pos:R:3:forces:R:3:mulliken_charge:R:1
Cs -2.01862 -1.42917 -0.13145 0.1 1.1 -0.1 1.000
C 2.19686 -0.36504 5.09289 0.2 0.2 0.0 -0.590
N 1.24489 -1.44294 4.94702 0.5 -0.2 0.0 0.039
C 1.45013 -2.64162 5.72762 0.0 -0.2 0.1 -0.965
C 0.03198 -1.18539 4.50856 0.0 0.0 0.0 0.511
N -1.02973 -0.99615 4.11450 -0.9 0.1 -0.3 -0.541
H 2.19225 0.04144 6.11363 0.0 0.0 -0.1 0.304
H 1.95464 0.43122 4.38982 0.0 0.0 0.0 -0.022
H 3.19797 -0.74083 4.86823 0.0 0.0 0.0 0.313
H 1.39469 -2.43838 6.80603 0.0 0.0 -0.1 0.313
H 2.43501 -3.05447 5.49546 0.0 0.0 0.0 0.302
H 0.68922 -3.37755 5.46879 0.1 0.1 0.0 0.344
F -5.79578 2.87527 -0.59962 0.1 0.9 -0.2 -0.417
B -5.88339 1.52831 -0.29177 0.1 -0.1 0.0 0.643
F -4.93509 0.81232 -1.03411 0.6 -0.5 -0.4 -0.394
F -5.63187 1.32783 1.06170 0.2 -0.1 0.8 -0.420
F -7.14947 1.05800 -0.60142 -0.9 -0.3 -0.2 -0.397
F -5.36549 -8.58473 -0.19886 0.2 0.3 0.0 -0.344
C -4.61705 -7.44757 -0.16531 0.0 0.0 0.0 0.633
C -4.62652 -6.55445 -1.23099 -0.2 -0.4 0.0 0.023
F -5.39136 -6.83074 -2.31504 0.2 0.0 0.3 -0.319
C -3.86756 -5.40943 -1.19954 0.3 0.5 -0.1 0.504
F -3.90047 -4.59105 -2.28535 0.0 -0.2 0.3 -0.342
C -3.03839 -5.02815 -0.09495 -1.0 -1.6 -0.1 -0.389
O -2.36031 -3.98483 -0.05451 0.6 0.4 0.0 -0.692
C -3.07243 -5.99563 0.96092 0.4 0.4 0.1 0.485
F -2.30507 -5.74862 2.05799 -0.2 -0.1 -0.2 -0.329
C -3.81886 -7.14914 0.93211 -0.2 -0.3 -0.1 0.031
F -3.78317 -8.01633 1.97410 0.0 0.2 -0.2 -0.324
C 3.07916 4.98183 -3.60284 0.0 -0.1 0.0 -1.547
C 2.54012 3.64233 -3.15401 0.0 0.0 -0.2 0.426
C 2.65319 2.55170 -4.00796 0.2 0.2 -0.2 -0.923
C 2.14126 1.31771 -3.59940 0.0 -0.1 0.1 0.817
C 2.23952 0.12412 -4.51521 0.0 0.1 0.1 -1.115
C 1.55360 1.20085 -2.36953 0.0 -0.4 -0.4 -0.510
C 1.38982 2.28547 -1.44818 0.0 -0.1 0.3 0.364
C 1.92346 3.52665 -1.92339 0.0 0.3 0.2 -0.570
N 0.80552 1.94219 -0.31835 -0.2 -0.4 0.3 -0.786
C 0.29293 2.71910 0.76806 0.1 0.0 0.0 2.161
C -1.24741 2.60630 0.73996 0.1 0.0 0.2 -1.190
C -1.89159 3.22117 1.97622 -0.4 0.1 0.1 0.664
C -1.37217 2.50994 3.22414 0.0 0.0 0.0 -1.617
C 0.14460 2.67801 3.30370 0.1 -0.1 0.4 1.092
C 0.50051 4.16334 3.37490 0.0 0.0 0.0 -1.763
C -0.01907 4.85191 2.11367 0.1 0.4 0.1 0.609
C -1.53882 4.70604 2.05270 0.1 -0.1 0.0 -1.711
C 0.62219 4.22429 0.87374 0.0 -0.1 0.0 -2.178
C 0.79540 2.05620 2.07189 -0.2 0.1 0.0 -1.777
H 3.60129 4.87834 -4.55470 0.0 0.0 0.0 0.348
H 3.78306 5.39411 -2.87649 0.0 0.0 0.0 0.324
H 2.27075 5.70492 -3.73637 0.0 0.0 0.0 0.289
H 3.12149 2.65893 -4.98066 0.0 0.0 0.0 0.143
H 2.55720 0.43514 -5.51123 0.0 0.0 -0.1 0.316
H 1.27852 -0.38721 -4.59304 0.0 0.0 0.0 0.248
H 2.96654 -0.59950 -4.14069 0.0 -0.1 0.0 0.131
H 1.13674 0.24547 -2.06436 0.0 0.0 0.0 0.392
H 1.84970 4.42328 -1.32613 0.0 0.0 0.1 0.403
H -1.51695 1.54922 0.67363 0.0 0.0 0.0 -0.290
H -1.61447 3.09267 -0.16405 0.0 0.0 -0.1 0.403
H -2.97708 3.10077 1.90670 0.0 0.0 0.0 0.405
H -1.61795 1.44621 3.17379 0.0 0.0 0.1 0.387
H -1.84095 2.92008 4.12573 0.0 0.0 0.0 0.561
H 0.50856 2.17952 4.21644 0.0 0.0 -0.1 0.199
H 1.58686 4.28555 3.44996 0.0 0.0 0.0 0.476
H 0.05416 4.61939 4.26689 0.0 0.0 0.0 0.584
H 0.24563 5.92192 2.14196 0.0 -0.2 0.0 0.196
H -1.92846 5.22557 1.17487 0.0 0.0 -0.1 0.509
H -1.99266 5.16185 2.93982 0.0 0.0 0.0 0.579
H 1.70628 4.35914 0.91943 0.1 0.0 -0.1 0.508
H 0.24082 4.73218 -0.01157 0.1 0.1 -0.1 0.566
H 0.56574 0.98836 2.02542 0.0 -0.1 -0.1 0.469
H 1.88340 2.16571 2.11463 0.1 0.0 0.0 0.453
N 3.91951 -4.02077 -5.10448 0.1 -0.1 -0.1 -0.559
C 2.91748 -3.65424 -4.22340 -0.2 0.2 0.2 1.049
C 1.59938 -3.49862 -4.65065 0.1 0.0 0.1 -0.406
C 0.66030 -3.04635 -3.74094 0.0 -0.1 -0.1 -0.628
N 0.93537 -2.75240 -2.47846 -0.4 0.2 0.3 -0.292
C 2.18628 -2.90152 -2.07120 0.2 -0.1 -0.1 -0.444
C 3.20409 -3.35889 -2.88892 0.0 0.0 -0.2 -0.495
H 3.61605 -4.47263 -5.95370 0.1 0.0 0.1 0.208
H 4.73848 -4.42300 -4.67777 0.0 0.0 -0.1 0.207
H 1.33612 -3.71735 -5.67625 -0.1 0.0 -0.1 0.304
H -0.37537 -2.91632 -4.02388 -0.1 0.0 -0.2 0.399
H 2.37013 -2.64536 -1.03427 0.1 0.0 0.0 0.345
H 4.21470 -3.46547 -2.52260 0.1 0.0 0.1 0.304
```
Forces are in eV/Å.



What is the energy relative to the best compared isomer or geometry (same formula, charge and spin) in the third record?
173.8 kJ/mol